The following is a DFT calculation (ωB97M-V/def2-TZVPD) of a molecular structure, C12H6F2NS3Zr.

## Properties
Charge = +1
HOMO = -11.88 eV
HOMO-LUMO gap = 7.101 eV
Energy above the lowest of the compared OMol25 structures with the same formula, charge and spin = 0.0 kJ/mol

Last column: Mulliken charge in e.
Cartesian coordinates (Å):
1 Zr -0.200 -0.093 0.750  0.9651
2 S 0.247 3.733 2.544  -0.1252
3 C 0.074 2.287 1.882  0.5839
4 S 0.023 0.802 2.922  -0.2768
5 S 0.111 2.140 0.069  -0.2648
6 F 4.767 -2.528 0.114  -0.2844
7 C 3.444 -2.646 0.100  0.2655
8 C 2.658 -1.519 0.302  -0.2327
9 C 1.276 -1.639 0.282  -0.3639
10 C 0.667 -2.906 0.059  -0.0171
11 C 1.512 -3.996 -0.133  0.2211
12 F 1.016 -5.220 -0.360  -0.3051
13 C 2.891 -3.891 -0.118  -0.6291
14 C -0.816 -2.995 0.019  0.8311
15 C -1.560 -4.164 -0.125  -0.6518
16 C -2.941 -4.093 -0.187  -0.3108
17 C -3.595 -2.866 -0.092  -0.8008
18 C -2.821 -1.748 0.086  0.0389
19 N -1.480 -1.803 0.133  -0.4086
20 H 3.148 -0.567 0.471  0.4780
21 H 3.507 -4.764 -0.278  0.5084
22 H -1.076 -5.122 -0.201  0.5354
23 H -3.516 -5.001 -0.310  0.4566
24 H -4.670 -2.783 -0.143  0.4190
25 H -3.270 -0.763 0.187  0.3679

The following is a DFT calculation (ωB97M-V/def2-TZVPD) of a molecular structure, C12H6GaNO5 in a non-equilibrium geometry.

## Properties
Charge = +2
HOMO (spin up / spin down) = -15.16 / -15.16 eV
HOMO-LUMO gap (spin up / spin down) = 5.480 / 5.481 eV
Energy above the lowest of the compared OMol25 structures with the same formula, charge and spin = 2.0 kJ/mol

Last column: Mulliken charge in e.
Cartesian coordinates (Å):
1 O -0.027 3.673 -5.802  -0.1383
2 C 0.155 2.805 -6.529  0.1427
3 Ga -0.314 -0.561 -2.365  0.0438
4 O 0.275 2.522 -2.991  -0.1258
5 C -0.032 1.415 -2.858  0.5605
6 C 2.320 -2.053 -3.799  0.4382
7 O 2.190 -3.111 -4.312  -0.0892
8 C 1.668 -0.937 -2.975  0.3399
9 O 2.495 -0.115 -2.551  -0.2739
10 C -2.912 -0.087 -2.667  0.3477
11 O -3.935 0.354 -2.954  -0.0546
12 H -2.017 -0.517 -1.823  0.1408
13 N -0.040 -0.507 -0.421  -0.3473
14 C -0.039 -0.401 0.747  0.8032
15 C -0.036 -0.327 2.143  0.4658
16 C -0.180 -1.498 2.921  -0.3503
17 C -0.116 -1.408 4.310  -0.6242
18 C 0.087 -0.157 4.917  -0.2944
19 C 0.197 1.015 4.149  -0.6119
20 C 0.133 0.933 2.757  -0.3831
21 H -0.339 -2.457 2.423  0.4176
22 H -0.222 -2.314 4.913  0.4079
23 H 0.141 -0.089 6.006  0.4001
24 H 0.334 1.992 4.627  0.4009
25 H 0.215 1.832 2.134  0.3838

The following is a DFT calculation (ωB97M-V/def2-TZVPD) of a molecular structure, C12H6LiN9S2 in a non-equilibrium geometry.

## Properties
Charge = -2
HOMO = -0.16 eV
HOMO-LUMO gap = 3.832 eV
Energy above the lowest of the compared OMol25 structures with the same formula, charge and spin = 65.7 kJ/mol

Last column: Mulliken charge in e.
Cartesian coordinates (Å):
1 Li 0.659 -0.342 -0.484  0.6760
2 S 3.348 0.253 -0.293  -0.4748
3 C 3.341 -0.512 1.243  0.4149
4 C 4.531 -1.186 1.532  -0.0449
5 N 5.546 -1.722 1.679  -0.6321
6 C 2.327 -0.511 2.192  0.1611
7 S 0.772 0.224 2.077  -0.4491
8 C 2.574 -1.143 3.412  0.0063
9 N 2.742 -1.640 4.444  -0.6337
10 N -3.207 1.344 -0.661  -0.0881
11 C -3.803 0.100 -0.635  -0.6341
12 C -2.787 -0.801 -0.776  -0.3992
13 N -1.602 -0.169 -0.880  -0.1950
14 C -1.851 1.125 -0.797  0.0443
15 C -0.843 2.113 -0.818  0.2811
16 N 0.440 1.840 -0.958  -0.0629
17 C 1.103 3.005 -0.838  -0.2976
18 C 0.231 4.035 -0.633  -0.5765
19 N -1.027 3.469 -0.639  -0.0943
20 H -3.672 2.222 -0.514  0.1811
21 H -4.864 -0.013 -0.530  0.4063
22 H -2.831 -1.869 -0.798  0.5022
23 H 2.172 3.017 -0.877  0.4038
24 H 0.368 5.090 -0.497  0.4053
25 H -1.890 3.944 -0.442  0.1826
26 N 0.617 -2.271 -1.001  -0.8046
27 C 0.269 -3.376 -0.878  0.5673
28 N 0.044 -4.610 -0.757  -0.6766
29 C -0.952 -5.391 -0.888  0.4858
30 N -1.755 -6.226 -0.986  -0.6548

The following is a DFT calculation (ωB97M-V/def2-TZVPD) of a molecular structure, C12H7Cl3CrI2N5O4S.

## Properties
Charge = 0
HOMO (spin up / spin down) = -8.22 / -8.23 eV
HOMO-LUMO gap (spin up / spin down) = 7.280 / 7.447 eV
Multiplicity = 2

Last column: Mulliken charge in e.
Cartesian coordinates (Å):
1 Cr 0.524 -0.814 1.093  -0.0500
2 N 0.799 -0.523 3.132  -0.1736
3 N 2.172 -0.747 3.382  -0.3176
4 C 3.030 -0.662 2.260  0.6796
5 O 4.217 -0.534 2.443  -0.6566
6 O 2.423 -0.774 1.111  -0.4273
7 H 0.525 0.438 3.327  0.3388
8 H 0.246 -1.164 3.690  0.3292
9 H 2.546 -0.322 4.217  0.2649
10 I -0.188 4.260 1.131  0.0528
11 C 0.050 2.934 -0.447  -0.5660
12 C -0.010 3.408 -1.773  -0.3860
13 C 0.143 2.568 -2.841  -0.3115
14 I 0.053 3.362 -4.767  0.0758
15 C 0.355 1.179 -2.630  0.6176
16 C 0.535 0.204 -3.637  -0.5682
17 C 0.728 -1.105 -3.294  -0.9754
18 C 0.730 -1.470 -1.937  -0.3235
19 N 0.560 -0.591 -0.982  0.2437
20 C 0.393 0.722 -1.300  0.7444
21 C 0.269 1.600 -0.179  0.6400
22 O 0.373 1.088 1.024  -0.5518
23 H -0.177 4.464 -1.934  0.3319
24 H 0.524 0.509 -4.675  0.2057
25 H 0.877 -1.865 -4.047  0.4059
26 H 0.871 -2.499 -1.630  0.4302
27 O -0.749 -4.893 1.906  -0.5041
28 S 0.325 -4.134 1.286  0.3181
29 N 0.230 -2.658 1.284  -0.4783
30 Cl -4.677 0.504 2.260  -0.0906
31 C -4.122 -0.276 0.773  0.7760
32 Cl -4.905 -1.848 0.570  -0.0829
33 Cl -4.440 0.760 -0.627  -0.0851
34 C -2.680 -0.481 0.869  -0.1112
35 N -1.552 -0.641 0.944  0.2054

The following is a DFT calculation (ωB97M-V/def2-TZVPD) of a molecular structure, C12H7IrN6O7 in a non-equilibrium geometry.

## Properties
Charge = +1
HOMO (spin up / spin down) = -9.07 / -12.43 eV
HOMO-LUMO gap (spin up / spin down) = 4.953 / 5.660 eV
Multiplicity = 6
Energy above the lowest of the compared OMol25 structures with the same formula, charge and spin = 149.5 kJ/mol

Last column: Mulliken charge in e.
Cartesian coordinates (Å):
1 Ir -1.276 0.673 0.999  0.9448
2 O -2.852 -2.161 3.612  -0.3809
3 C -2.496 -1.952 2.536  0.5664
4 O -2.319 -0.036 2.276  -0.4712
5 C -2.114 -2.699 1.402  0.4558
6 C -2.213 -4.098 1.236  -0.5054
7 C -2.011 -4.681 0.024  -0.2772
8 C -1.515 -3.985 -1.016  -0.6003
9 C -1.475 -2.503 -0.869  -0.1309
10 N -1.912 -1.999 0.240  -0.3612
11 H -2.178 -4.558 2.272  0.2706
12 H -2.390 -5.697 -0.063  0.3883
13 H -1.288 -4.552 -1.925  0.3499
14 H -1.192 -1.931 -1.713  0.4338
15 O 4.803 -4.463 -3.416  -0.1179
16 C 4.168 -4.746 -4.300  0.1178
17 C 5.322 1.013 -4.729  0.1492
18 O 4.767 0.976 -3.722  -0.1485
19 C 1.989 -2.887 4.078  0.1384
20 C -2.915 1.093 -1.958  0.1763
21 O -1.856 1.381 -2.402  -0.1610
22 C 4.525 5.710 -5.095  0.0838
23 O 4.727 4.645 -5.371  -0.0845
24 O 2.937 -2.749 3.498  -0.1381
25 N -0.915 5.970 2.195  -0.5328
26 N -0.387 4.687 1.845  1.0335
27 N 0.881 4.496 1.646  -0.6587
28 C 0.898 3.225 1.213  -0.0932
29 N -0.358 2.685 1.179  -0.0995
30 N -1.182 3.669 1.559  -0.3553
31 H -0.263 6.735 2.136  0.3142
32 H -1.739 6.091 1.621  0.2905
33 H 1.827 2.648 1.016  0.4032

The following is a DFT calculation (ωB97M-V/def2-TZVPD) of a molecular structure, C12H8IrN2Se2Te2.

## Properties
Charge = +2
HOMO (spin up / spin down) = -14.94 / -15.21 eV
HOMO-LUMO gap (spin up / spin down) = 5.780 / 6.412 eV
Multiplicity = 2
Energy above the lowest of the compared OMol25 structures with the same formula, charge and spin = 0.0 kJ/mol

Last column: Mulliken charge in e.
Cartesian coordinates (Å):
1 Ir 1.699 -1.379 0.703  0.8209
2 Se 3.949 -1.260 0.208  -0.0434
3 Te 5.451 -3.005 1.134  0.3325
4 Te 3.760 -4.455 2.491  0.3301
5 Se 1.632 -3.255 2.042  -0.0315
6 C -2.547 -2.349 0.114  -0.8110
7 C -1.191 -2.452 0.423  0.2471
8 N -0.359 -1.419 0.337  -0.3676
9 C -0.853 -0.222 -0.095  0.0765
10 C -2.197 -0.031 -0.409  1.0991
11 C -3.056 -1.141 -0.293  -0.5464
12 C -2.638 1.268 -0.831  -0.9862
13 C -1.769 2.297 -0.926  -0.9904
14 C -0.379 2.116 -0.620  1.0925
15 C 0.574 3.150 -0.697  -0.5408
16 C 1.883 2.887 -0.379  -0.8172
17 C 2.251 1.597 0.000  0.2642
18 N 1.378 0.597 0.069  -0.3450
19 C 0.070 0.858 -0.220  0.0979
20 H -3.172 -3.225 0.205  0.4115
21 H -0.774 -3.396 0.744  0.2390
22 H -4.107 -1.035 -0.529  0.4768
23 H -3.685 1.405 -1.068  0.4327
24 H -2.106 3.277 -1.237  0.4329
25 H 0.267 4.143 -1.000  0.4770
26 H 2.640 3.656 -0.419  0.4116
27 H 3.278 1.374 0.253  0.2371